No. 1
This record from the Open Molecules 2025 dataset describes a cluster of 2 separate species, C20H19F3O2 in total at a distorted geometry. The level of theory is ωB97M-V with the def2-TZVPD basis set.

As for the highest occupied orbital energy: -6.72 eV. The value obtained for the largest force on an atom is 0.027 hartree/bohr. The spin multiplicity is 1. For the electronic energy, the calculation gives -1223.4896 hartree. Its gap between HOMO and LUMO is 3.79 eV.

Last column: Mulliken charge in e.
Atoms and positions in Å:
C1 2.26576 1.33172 0.98672  -1.332
C2 2.20755 0.20212 0.04582  0.520
C3 2.22610 -1.11886 0.71473  0.736
C4 1.86716 -2.37453 -0.04625  -1.095
O1 2.53905 -1.19809 1.92064  -0.698
C5 2.28356 0.33287 -1.39871  0.798
C6 2.17062 1.70186 -2.03322  -1.103
O2 2.46917 -0.64388 -2.15647  -0.754
H1 2.21615 2.30781 0.50937  0.303
H2 1.43174 1.25012 1.69969  0.418
H3 3.19233 1.27624 1.57684  -0.097
H4 1.82687 -2.19237 -1.12407  0.341
H5 2.62668 -3.13646 0.17689  0.244
H6 0.89836 -2.75128 0.31814  0.308
H7 2.15501 2.50729 -1.30196  0.256
H8 3.00873 1.85669 -2.72105  0.250
H9 1.25006 1.75465 -2.62552  0.329
F1 6.37240 -2.00860 5.75416  -0.259
C7 6.52611 -0.67826 5.45876  0.821
F2 5.56838 -0.00286 6.17127  -0.265
F3 7.74162 -0.29887 5.96389  -0.244
C8 6.43380 -0.40715 3.98369  0.468
C9 5.74970 0.73926 3.57554  -0.758
C10 5.58902 0.96475 2.22482  -0.729
C11 6.16064 0.10636 1.24396  1.076
C12 5.81873 0.42168 -0.09283  -0.693
C13 6.18998 -0.22852 -1.29406  0.902
C14 6.11585 0.56274 -2.48099  -0.308
C15 6.55042 0.06224 -3.69672  -0.739
C16 7.11091 -1.22412 -3.75439  -0.300
C17 7.15145 -2.03695 -2.61087  -0.771
C18 6.61149 -1.58369 -1.40984  -0.363
C19 7.00933 -0.94733 1.70788  -0.667
C20 7.06537 -1.25214 3.06177  -0.879
H10 5.32383 1.43879 4.28214  0.423
H11 5.01155 1.82437 1.88643  0.441
H12 5.26759 1.35516 -0.21867  0.138
H13 5.73969 1.58214 -2.38840  0.319
H14 6.46518 0.67953 -4.59326  0.391
H15 7.51153 -1.59809 -4.69445  0.377
H16 7.59324 -3.03632 -2.65502  0.377
H17 6.50317 -2.25237 -0.55112  0.693
H18 7.61131 -1.51327 0.98954  0.693
H19 7.60737 -2.13669 3.39673  0.429



No. 2
This record from the Open Molecules 2025 dataset describes the ion C10H16BrIN3O2 with charge +1 at a distorted geometry. The level of theory is ωB97M-V with the def2-TZVPD basis set.

As for the highest occupied orbital energy: -13.11 eV. The value obtained for the largest force on an atom is 0.067 hartree/bohr. Its SMILES is CC(=O)OCCCCCCn1c[n+](Br)nc1I. The spin multiplicity is 1. For the electronic energy, the calculation gives -3576.7699 hartree. As for the net charge: +1. Its gap between HOMO and LUMO is 8.56 eV.

Last column: Mulliken charge in e.
Atoms and positions in Å:
C1 -1.55754 2.09076 1.48770  -0.763
C2 -2.13823 0.66358 1.83721  0.774
O1 -3.12222 0.30652 1.24840  -0.521
O2 -1.48702 -0.04258 2.83015  -0.395
C3 -1.14602 -1.38519 2.40961  -0.628
C4 0.37136 -1.55715 2.05929  -0.833
C5 0.70931 -1.14880 0.54980  0.416
C6 1.67928 0.09434 0.61920  -0.615
C7 2.45418 0.40383 -0.71791  -0.565
C8 1.57950 1.07283 -1.82949  -0.760
N1 0.41581 0.26748 -2.28167  0.331
C9 -0.87938 0.71581 -2.39513  0.031
N2 -1.67940 -0.27206 -2.87674  0.221
Br1 -3.48800 0.00938 -3.19606  0.196
N3 -0.95340 -1.38363 -3.05672  -0.517
C10 0.30791 -1.06748 -2.72169  -0.032
I1 1.88185 -2.48854 -2.89274  0.250
H1 -2.45059 2.75998 1.39957  0.349
H2 -0.91230 2.45915 2.31944  0.348
H3 -0.99736 2.06317 0.51637  -0.036
H4 -1.37230 -2.05015 3.28794  0.419
H5 -1.77269 -1.75215 1.55653  0.325
H6 0.72141 -2.58370 2.32302  0.424
H7 0.93350 -0.86042 2.74483  0.318
H8 -0.25417 -0.89191 0.04271  -0.015
H9 1.20134 -2.02857 0.05395  0.071
H10 1.16748 0.99867 1.05620  0.145
H11 2.46790 -0.17607 1.37725  0.422
H12 2.99761 -0.51625 -1.03194  0.203
H13 3.25092 1.15592 -0.45366  0.364
H14 1.15647 2.01906 -1.39059  0.361
H15 2.14048 1.38337 -2.74587  0.297
H16 -1.22569 1.74078 -2.12897  0.413



No. 3
This record from the Open Molecules 2025 dataset describes a structure of composition C4H9NdO3 at a distorted geometry. The level of theory is ωB97M-V with the def2-TZVPD basis set.

As for the highest occupied orbital energy (spin up / spin down): -11.80 / -11.62 eV. The expectation value of S² is 6.012. The value obtained for the largest force on an atom is 0.114 hartree/bohr. The spin multiplicity is 5. For the electronic energy, the calculation gives -944.3346 hartree. As for the net charge: +1. Its gap between HOMO and LUMO (spin up / spin down) is 6.38 / 6.40 eV.

Last column: Mulliken charge in e.
Atoms and positions in Å:
C1 2.23405 0.32751 -1.96775  -0.535
O1 1.02517 0.66640 -1.34340  -0.490
H1 2.90736 1.19526 -2.02226  0.242
H2 2.69668 -0.54694 -1.48629  0.285
H3 1.97684 0.00880 -2.99787  0.219
O2 -2.14719 0.62016 -0.41606  -0.629
C2 -1.78603 1.19008 0.83182  -0.096
C3 -0.49920 0.64401 1.59262  -0.554
O3 0.23667 -0.58335 1.70438  -0.264
C4 -0.28149 -1.75029 0.93814  -1.087
Nd1 -1.44928 -1.26417 -1.20645  1.857
H4 -2.64433 0.84278 1.45462  0.334
H5 -1.57475 2.27255 0.75123  0.296
H6 0.88847 1.03242 -0.18439  0.372
H7 -1.23941 -0.00985 1.99068  0.288
H8 -0.97335 -2.29645 1.60349  0.449
H9 0.62979 -2.34893 0.75749  0.312



No. 4
This record from the Open Molecules 2025 dataset describes a structure of composition C14H22BiN4O9S at a distorted geometry. The level of theory is ωB97M-V with the def2-TZVPD basis set.

As for the highest occupied orbital energy: -12.90 eV. The value obtained for the largest force on an atom is 0.027 hartree/bohr. The spin multiplicity is 1. For the electronic energy, the calculation gives -2055.3736 hartree. As for the net charge: +1. Its gap between HOMO and LUMO is 9.11 eV.

Last column: Mulliken charge in e.
Atoms and positions in Å:
Bi1 0.32584 -0.84714 0.03047  1.645
O1 -0.72521 0.82928 -1.67963  -0.523
C1 -1.30144 1.92228 -0.98335  -0.490
C2 -2.06071 1.34609 0.20109  -0.761
N1 -1.19733 0.59875 1.12292  0.355
C3 -2.02801 -0.28771 1.94726  -0.463
C4 -2.40376 -1.58471 1.18224  0.510
O2 -3.46960 -2.09898 1.32045  -0.563
O3 -1.44148 -2.01622 0.41647  -0.751
C5 -0.34027 1.42879 1.95511  -0.636
C6 0.73320 0.54982 2.65324  0.739
O4 1.25486 0.90527 3.66820  -0.605
O5 1.01438 -0.56041 2.02332  -0.667
H1 -0.14587 1.16210 -2.37687  0.314
H2 -2.01656 2.44746 -1.62821  0.464
H3 -0.53079 2.63180 -0.66450  0.327
H4 -2.80262 0.64682 -0.18811  0.446
H5 -2.57805 2.14968 0.73199  0.308
H6 -2.94626 0.20416 2.27900  0.383
H7 -1.46842 -0.60714 2.82955  0.394
H8 -0.90130 1.96762 2.72323  0.374
H9 0.19254 2.14323 1.32657  0.121
C7 6.49202 -3.67725 0.23311  -1.186
C8 6.34183 -2.36996 0.97978  -0.438
S1 5.35166 -1.17135 0.03090  1.078
O6 3.97509 -1.17334 0.47683  -0.560
O7 5.53319 -1.32253 -1.38583  -0.674
C9 6.07046 0.46644 0.49335  -0.869
C10 5.60646 1.52044 -0.50604  -1.095
N2 4.21953 1.31358 -0.85818  0.124
C11 3.15066 1.44798 -0.04445  0.667
N3 2.04324 1.00362 -0.63149  -0.008
C12 2.42409 0.53279 -1.85138  -0.162
C13 3.76783 0.71386 -2.00879  -0.688
N4 4.53042 0.35166 -3.16079  1.184
O8 5.59601 0.89410 -3.33092  -0.654
O9 3.99577 -0.43372 -3.90162  -0.618
C14 3.23718 2.04516 1.30351  -1.680
H10 7.03580 -4.38718 0.85430  0.394
H11 7.04400 -3.52425 -0.69157  0.334
H12 5.51884 -4.09609 -0.01037  0.346
H13 7.30725 -1.89501 1.13766  0.391
H14 5.81908 -2.48870 1.92504  0.403
H15 7.15030 0.36456 0.45882  0.691
H16 5.74387 0.66631 1.50919  0.441
H17 6.19135 1.44243 -1.42686  0.393
H18 5.73640 2.52853 -0.09970  0.467
H19 1.74706 0.09231 -2.55387  0.739
H20 4.17045 2.58459 1.43177  0.413
H21 3.18468 1.25994 2.05654  0.234
H22 2.41351 2.73186 1.47882  0.413